No. 1
DFT (the ωB97M-V functional and the def2-TZVPD basis) results for C12H16Cl3NV as an isolated structure in a non-equilibrium geometry.

Each line ends with the Mulliken spin population.
Geometry (Å):
V 0.232 0.180 0.391  2.34
Cl 1.413 2.125 0.671  0.02
Cl -1.613 1.966 5.444  0.00
Cl 0.605 -1.957 -0.364  0.02
N -0.151 -0.173 2.386  -0.02
C -0.658 -0.575 5.078  0.08
C 1.802 0.161 -2.115  0.03
C -0.940 0.659 4.488  -0.05
C 0.130 -1.383 2.948  0.09
C -0.676 0.841 3.128  0.08
C -1.379 0.673 -0.292  -0.56
C -0.119 -1.603 4.305  -0.04
C 1.124 -0.554 -3.244  0.00
C 2.933 -0.234 -1.528  -0.01
C -1.341 0.007 -2.772  -0.03
C -0.150 0.160 -3.728  0.00
C -1.479 1.129 -1.718  0.04
H 3.453 -1.136 -1.845  0.00
H 0.067 1.227 -3.873  0.00
H -2.473 1.593 -1.833  -0.01
H 3.378 0.324 -0.709  0.00
H 0.839 -1.558 -2.897  0.00
H -2.270 -0.010 -3.355  0.01
H -0.747 1.922 -1.924  -0.02
H -0.427 -0.242 -4.710  0.00
H -1.278 -0.962 -2.257  0.00
H 1.304 1.066 -1.765  -0.01
H 1.821 -0.674 -4.084  0.00
H 0.106 -2.563 4.753  0.00
H -0.888 1.792 2.658  0.02
H 0.553 -2.177 2.354  0.00
H -0.852 -0.735 6.131  0.01
H -2.321 0.712 0.276  0.01

Forces on the atoms, in the same order (eV/Å):
0.449 -0.027 -0.077
0.572 0.659 0.363
0.185 -0.358 -0.295
-0.096 -1.417 0.502
-0.230 -0.211 0.252
-0.052 0.115 0.013
0.623 0.068 0.010
0.263 -0.517 -0.462
-0.557 0.992 1.281
0.125 -0.929 0.751
-0.658 0.101 0.675
-0.054 0.611 -0.515
-0.315 -0.121 -0.302
-0.087 0.454 -0.367
-0.188 0.015 -0.157
0.103 -0.241 -0.088
-0.645 0.165 -0.018
-0.139 0.060 0.008
-0.046 -0.064 -0.074
0.257 0.104 -0.244
-0.180 -0.021 -0.068
0.171 0.166 -0.161
0.114 -0.071 -0.080
-0.012 0.010 -0.088
0.097 0.007 0.057
0.001 0.216 -0.108
0.215 0.043 0.046
-0.030 0.020 0.109
-0.008 0.029 -0.040
0.176 -0.176 -0.319
-0.047 0.276 -0.500
-0.028 0.090 -0.005
0.022 -0.051 -0.102

HOMO level (alpha / beta)	-0.101 / -0.106	Ha
net charge	-1
multiplicity	3
total energy	-2846.23671	a.u.
maximum force	0.0333	hartree/bohr
orbital gap (alpha / beta)	5.467 / 5.611	eV


No. 2
DFT (the ωB97M-V functional and the def2-TZVPD basis) results for C32H41IrN3SeSi as an isolated structure.

Each line ends with the Mulliken spin population.
Geometry (Å):
Ir 0.406 -0.290 0.131  0.53
Se -0.296 -0.317 4.933  0.02
Si -2.520 -0.674 -0.859  0.03
N 0.087 -0.665 2.041  0.01
N -0.864 1.575 -0.557  0.22
N 1.817 -0.073 -0.881  0.07
C -5.455 -2.686 -3.018  0.00
C 1.146 -0.414 -3.848  0.00
C -3.264 -1.120 1.876  -0.01
C 3.880 1.103 0.960  0.01
C 0.009 2.529 -1.272  -0.02
C 3.729 -0.118 1.872  0.00
C -3.549 -1.400 -2.248  0.00
C -1.922 1.023 -1.445  -0.02
C 3.411 -0.347 -2.626  0.03
C -3.574 -0.495 0.667  0.00
C -1.230 3.701 0.758  0.01
C -0.058 -0.520 3.195  0.03
C -1.600 4.356 -0.568  0.00
C -1.449 2.196 0.687  0.01
C 2.197 -2.530 -2.951  0.00
C -4.055 -0.932 3.004  0.00
C -5.517 0.491 1.734  0.00
C 5.641 0.543 -2.341  0.08
C -3.796 -1.964 -4.597  0.00
C 4.079 0.696 -0.491  0.03
C 2.458 -1.129 -3.513  0.00
C -0.730 3.791 -1.708  0.00
C -5.179 -0.126 2.932  0.00
C -4.982 -2.628 -4.320  0.00
C -3.088 -1.360 -3.568  0.00
C -0.948 -1.645 -0.564  -0.07
C -4.721 0.307 0.615  0.00
C 2.787 2.147 1.209  0.00
C 3.091 0.073 -1.303  0.17
C -4.743 -2.077 -1.993  0.00
C 4.676 -0.074 -3.121  -0.05
C 5.336 0.902 -1.037  -0.06
H 2.863 2.513 2.234  0.00
H -1.041 1.704 1.571  -0.02
H 1.780 1.743 1.089  0.01
H -1.343 3.579 -2.586  0.00
H 0.019 4.521 -2.023  0.00
H -2.755 1.727 -1.560  0.00
H -0.192 3.926 1.018  0.00
H 4.576 -0.796 1.749  0.00
H -2.656 4.158 -0.771  0.00
H 2.818 -0.676 1.651  0.01
H 4.818 1.590 1.238  0.00
H -2.521 1.991 0.680  0.00
H -5.128 -2.125 -0.981  0.00
H -1.052 -2.474 0.140  -0.01
H -1.484 0.894 -2.440  0.00
H 2.893 2.997 0.532  0.00
H -1.843 4.088 1.573  0.00
H 0.437 2.008 -2.126  0.01
H 0.481 -0.392 -2.985  0.00
H 4.919 -0.381 -4.131  0.00
H 3.684 0.188 2.919  0.00
H -0.577 -2.036 -1.514  -0.02
H 0.840 2.772 -0.608  0.00
H 3.125 -3.097 -2.877  0.00
H 0.638 -0.943 -4.657  0.00
H -5.536 -3.103 -5.120  0.00
H 2.993 -1.255 -4.457  0.00
H -2.387 -1.745 1.955  0.00
H -2.158 -0.853 -3.806  0.00
H -4.996 0.798 -0.313  0.00
H 1.754 -2.478 -1.957  0.01
H 6.096 1.370 -0.423  0.00
H -3.423 -1.917 -5.612  0.00
H 1.515 -3.079 -3.603  0.00
H 6.628 0.729 -2.741  0.01
H -6.398 1.118 1.675  0.00
H -1.494 5.439 -0.503  0.00
H -5.794 0.024 3.810  0.00
H -3.779 -1.404 3.937  0.00
H -6.380 -3.204 -2.800  0.00
H 1.324 0.613 -4.174  0.00

Forces on the atoms, in the same order (eV/Å):
0.748 0.027 -0.258
0.013 -0.034 -0.146
-0.103 -0.198 -0.108
-0.443 0.170 0.215
-0.362 0.053 0.286
0.050 0.464 -0.107
0.004 0.021 0.016
0.003 0.010 0.016
-0.038 0.096 -0.010
-0.060 -0.044 -0.011
0.020 0.013 0.048
-0.042 -0.003 -0.024
0.006 -0.103 -0.043
0.076 0.165 0.011
-0.036 -0.011 0.092
-0.090 -0.052 0.091
-0.009 0.019 0.007
-0.039 -0.080 0.118
0.024 -0.021 0.005
-0.048 0.009 -0.087
0.010 0.005 0.008
0.012 0.004 -0.034
0.003 0.009 -0.017
-0.076 -0.018 0.039
-0.001 0.011 0.020
-0.102 0.014 0.007
-0.043 0.036 0.044
-0.011 -0.008 0.009
-0.022 0.004 0.027
-0.004 -0.011 -0.026
-0.029 0.003 0.028
-0.188 -0.259 0.470
0.038 0.004 0.024
-0.004 -0.028 -0.016
0.493 -0.283 -0.294
0.001 0.054 -0.040
0.076 0.000 -0.037
0.076 0.032 -0.032
0.010 0.008 0.013
0.014 0.017 -0.005
0.037 -0.014 0.047
0.011 0.009 -0.010
0.005 0.002 -0.006
0.031 0.053 -0.002
0.003 0.004 0.007
0.008 0.000 0.005
-0.007 0.000 0.005
0.014 0.016 -0.002
0.024 -0.005 0.030
0.011 0.012 0.014
0.009 -0.009 0.026
-0.116 -0.106 -0.152
0.018 -0.029 0.002
0.025 0.007 0.004
0.005 0.011 0.001
0.033 -0.044 -0.045
0.004 0.013 -0.012
0.002 0.008 -0.016
-0.010 0.011 -0.003
-0.033 -0.001 -0.075
-0.073 0.016 -0.069
0.017 -0.003 0.011
-0.003 0.000 -0.010
-0.007 -0.002 -0.007
-0.013 -0.015 -0.032
0.077 -0.045 -0.004
0.030 -0.001 0.006
-0.008 -0.001 -0.020
-0.031 0.009 0.015
0.017 -0.001 0.006
0.004 -0.002 -0.009
0.001 -0.001 0.000
0.008 0.013 -0.006
-0.008 -0.002 0.000
-0.016 0.001 -0.002
0.000 0.004 0.005
0.009 -0.009 0.007
-0.006 -0.008 0.004
0.004 0.011 -0.008

HOMO level (alpha / beta)	-0.259 / -0.260	Ha
net charge	0
multiplicity	2
total energy	-4203.42138	a.u.
maximum force	0.0154	hartree/bohr
orbital gap (alpha / beta)	5.794 / 5.919	eV


No. 3
DFT (the ωB97M-V functional and the def2-TZVPD basis) results for a 4-piece molecular cluster, C25H33B2BrClN2O2 overall in a non-equilibrium geometry.

Each line ends with the Mulliken charge.
Geometry (Å):
Br 2.399 0.470 -6.383  -0.46
Cl 1.306 -3.529 -3.078  -0.28
O -0.419 -1.644 -2.399  -0.49
O 3.627 1.407 -3.256  -0.80
N 3.465 -1.070 -2.795  0.31
N 0.838 1.520 -4.223  -0.38
C 1.584 0.769 3.303  -0.50
C -4.377 -3.299 3.871  -0.37
C 3.774 -0.714 -1.363  -0.82
C -2.259 -3.648 2.777  -0.56
C -3.325 2.153 2.276  -0.31
C 3.721 -0.110 3.984  -0.40
C -3.529 4.521 2.669  -0.30
C -1.629 1.187 -3.692  -1.00
C 4.732 -1.559 -3.413  -0.93
C 2.759 0.894 4.037  -0.34
C -3.312 4.764 1.317  -0.46
C -3.104 2.396 0.925  -0.22
C 2.339 -1.355 2.454  -0.41
C -3.540 3.215 3.149  -0.60
C 1.374 -0.356 2.514  -0.29
C -4.666 -2.270 2.980  -0.47
C -3.103 3.701 0.444  -0.35
C -0.075 1.445 -3.307  0.60
C -3.755 -1.935 1.984  -0.40
C -3.172 -3.986 3.771  -0.31
C 0.187 1.647 -1.729  -0.81
C -2.551 -2.626 1.881  -0.43
C 0.664 -1.136 -4.624  -0.85
C 3.512 -1.234 3.192  -0.38
C 0.378 -1.932 -3.297  0.72
B 2.897 0.139 -3.483  -0.81
B 1.587 0.215 -4.501  1.27
H -3.306 5.782 0.943  0.36
H -5.604 -1.730 3.061  0.36
H -1.792 1.743 -4.672  0.32
H 2.925 1.772 4.651  0.35
H -3.714 3.025 4.202  0.36
H 0.083 0.689 -1.132  0.06
H -0.429 2.501 -1.286  0.34
H 2.178 -2.229 1.832  0.43
H -3.691 5.350 3.350  0.35
H 0.456 -0.454 1.943  0.40
H 1.210 -1.851 -5.338  0.38
H -3.328 1.134 2.649  0.38
H -2.945 -4.786 4.467  0.35
H 4.119 -1.648 -0.794  0.26
H 4.448 -2.280 -4.248  0.19
H 4.636 -0.016 4.561  0.35
H 4.263 -2.015 3.149  0.36
H -5.091 -3.564 4.643  0.35
H 1.282 1.977 -1.610  0.26
H 5.356 -2.074 -2.598  0.28
H 4.679 -0.002 -1.350  0.28
H -3.981 -1.134 1.288  0.49
H -2.934 1.568 0.246  0.42
H -2.937 3.890 -0.611  0.38
H -1.318 -4.183 2.701  0.37
H 2.896 -0.245 -0.822  0.15
H -2.293 1.610 -2.865  0.27
H 5.330 -0.657 -3.769  0.26
H 4.286 1.398 -3.988  0.26
H -0.305 -0.865 -5.183  0.26
H -1.796 0.070 -3.856  0.19
H 0.832 1.550 3.347  0.42
H -1.842 -2.367 1.102  0.61

Forces on the atoms, in the same order (eV/Å):
0.549 -0.076 -0.766
-0.436 0.705 -0.275
2.549 -0.780 -2.692
0.166 -1.629 -0.833
0.574 0.317 1.556
-3.356 -1.297 2.937
0.060 -0.046 0.021
0.074 0.017 -0.049
1.055 -0.040 -0.005
-0.069 0.021 0.021
-0.011 0.050 0.014
-0.054 -0.004 -0.033
-0.001 -0.048 -0.039
0.808 0.754 0.158
-0.342 0.066 0.229
-0.028 -0.093 -0.046
-0.003 -0.103 0.022
-0.023 0.011 0.004
0.006 0.031 0.065
0.022 0.028 -0.089
0.036 -0.002 0.028
0.045 -0.026 -0.002
-0.014 0.021 0.074
0.223 0.627 -0.994
0.036 -0.057 0.064
-0.034 0.073 -0.056
1.230 0.549 -0.311
-0.007 0.029 0.031
-0.514 -2.145 -0.801
-0.079 0.066 0.009
-2.130 1.472 0.997
1.709 0.825 0.340
0.102 0.478 0.069
0.004 -0.068 0.023
0.063 -0.040 -0.013
0.064 -0.785 1.289
-0.009 -0.049 -0.038
0.022 0.008 -0.060
-0.311 1.060 -0.784
0.476 -1.310 -0.578
0.010 0.076 0.011
0.009 -0.058 -0.048
0.080 0.018 0.015
-0.717 0.929 1.230
0.014 0.057 -0.019
-0.012 0.053 -0.046
-0.729 1.084 -0.756
0.767 0.990 0.914
-0.056 0.002 -0.052
-0.043 0.058 -0.014
0.042 0.021 -0.041
-1.497 -0.495 -0.292
-0.900 0.482 -1.328
-1.327 -0.655 0.287
0.012 -0.064 0.025
0.014 0.071 0.029
0.015 -0.026 0.069
-0.070 0.045 -0.011
0.991 -0.516 -0.713
0.592 -0.751 -1.134
-0.292 -1.237 0.064
-0.618 0.381 0.693
1.073 -0.513 1.203
0.199 1.519 0.417
0.046 -0.051 -0.026
-0.053 -0.025 0.030

HOMO level	-0.129	Ha
net charge	-1
multiplicity	1
total energy	-4316.38080	a.u.
maximum force	0.0903	hartree/bohr
orbital gap	5.893	eV


No. 4
DFT (the ωB97M-V functional and the def2-TZVPD basis) results for one molecule with the formula C4H4O2 in a non-equilibrium geometry.

Each line ends with the Mulliken charge.
Geometry (Å):
O 1.947 -0.807 -0.370  -0.47
O 1.326 1.233 -0.257  -0.46
C 1.711 0.235 0.658  0.13
C -1.845 0.193 -0.481  -0.66
C -0.865 -0.652 -0.225  -0.18
C 0.707 -0.070 -0.292  0.38
H -2.848 0.136 -0.113  0.31
H -1.346 1.163 -0.766  0.24
H 1.983 0.174 1.743  0.32
H -0.770 -1.605 0.103  0.39

Forces on the atoms, in the same order (eV/Å):
-0.176 0.545 0.152
-0.125 0.924 -0.417
-1.087 -1.791 -0.141
2.211 1.627 0.460
3.899 3.793 -1.070
-1.840 -1.703 1.948
-0.474 -0.317 -0.524
-1.588 -0.615 0.104
-0.419 0.380 -1.536
-0.400 -2.843 1.024

SMILES	C=C[C@]12O[C@H]1O2
HOMO level	-0.332	Ha
net charge	0
multiplicity	1
total energy	-305.08132	a.u.
maximum force	0.1078	hartree/bohr
orbital gap	10.033	eV


No. 5
DFT (the ωB97M-V functional and the def2-TZVPD basis) results for a 2-piece molecular cluster, C22H23N2O overall in a non-equilibrium geometry.

Each line ends with the Mulliken charge.
Geometry (Å):
O 3.600 -2.055 7.195  -0.41
N -1.654 -1.367 0.241  -0.75
N -0.686 -0.964 1.056  0.59
C -2.983 -0.808 6.568  -0.28
C -2.759 -1.590 5.394  1.09
C 0.817 -2.700 4.930  -0.76
C -4.282 -0.577 7.004  -0.78
C 2.284 -2.157 6.744  0.14
C 0.442 -1.839 1.249  -0.50
C 2.072 -2.758 5.490  -0.77
C -0.797 0.224 1.867  -0.74
C 3.878 0.240 7.984  -0.35
C -0.280 -2.115 5.621  0.86
C -5.170 -1.683 5.022  -0.63
C -2.446 -0.532 -0.335  -0.36
C -0.065 -1.731 6.975  -0.39
C -1.498 -2.015 4.907  -0.45
C 5.304 -0.669 6.219  -0.41
C 1.212 -1.690 7.514  -0.58
C 4.452 1.499 7.767  -0.44
C 5.417 1.693 6.774  -0.52
C 4.268 -0.817 7.153  0.55
C 5.838 0.603 6.007  -0.34
C -5.382 -0.999 6.236  -0.36
C -3.885 -1.983 4.608  -0.57
H -6.013 -1.970 4.384  0.39
H -2.152 -0.376 7.124  0.55
H -1.174 0.005 2.882  0.13
H 5.838 2.690 6.594  0.37
H 6.579 0.735 5.217  0.35
H -3.694 -2.558 3.698  0.38
H -3.255 -0.950 -0.934  0.28
H -1.504 -2.476 3.920  0.32
H 0.633 -3.147 3.953  0.53
H -1.435 0.984 1.395  0.33
H 1.325 -1.199 1.401  0.28
H 4.116 2.340 8.380  0.36
H -0.895 -1.498 7.637  0.56
H 0.220 0.628 1.970  0.27
H -2.244 0.540 -0.312  0.28
H 2.910 -3.201 4.949  0.46
H 3.121 0.069 8.750  0.30
H 1.384 -1.308 8.526  0.53
H 0.314 -2.491 2.125  -0.01
H 0.585 -2.459 0.358  0.29
H -4.440 -0.026 7.939  0.39
H 5.612 -1.534 5.633  0.42
H -6.395 -0.759 6.556  0.40

Forces on the atoms, in the same order (eV/Å):
-1.190 -0.692 -0.198
-1.382 -0.509 -1.070
0.537 0.849 0.176
-0.384 -0.290 -0.103
-0.579 0.573 -0.292
0.072 -0.224 0.056
0.132 0.141 -0.025
1.630 0.658 -0.026
-0.172 0.157 0.021
0.136 0.047 -0.075
0.572 0.260 -0.245
0.180 -0.241 -0.598
-0.014 -0.160 -0.234
-0.289 0.074 0.067
0.681 -0.537 0.437
0.402 0.150 0.474
0.188 -0.650 1.256
-0.782 0.087 0.193
-0.481 0.045 -0.017
-0.044 -0.014 0.144
-0.149 -0.138 0.034
0.010 0.784 -0.201
0.142 -0.071 0.110
0.526 -0.174 -0.434
0.363 0.100 0.358
0.297 0.100 0.399
-0.457 -0.054 -0.310
-0.082 0.035 -0.119
-0.225 -0.501 0.109
-0.154 -0.018 0.337
-0.214 0.265 0.233
0.359 0.212 0.053
0.056 0.206 -0.011
0.168 0.282 0.229
0.339 -0.308 0.362
-0.115 -0.402 -0.031
0.207 -0.290 -0.201
0.350 -0.036 -0.289
-0.344 0.227 0.114
-0.506 -0.046 0.091
-0.242 0.189 0.273
0.264 0.209 -0.230
-0.103 -0.336 -0.482
0.123 -0.054 -0.120
-0.036 0.152 0.266
0.013 -0.197 -0.500
-0.064 0.252 0.077
0.263 -0.113 -0.054

HOMO level	-0.372	Ha
net charge	+1
multiplicity	1
total energy	-1036.51011	a.u.
maximum force	0.0354	hartree/bohr
orbital gap	4.325	eV